The following is a quantum chemistry calculation of a cluster of 2 separate species, C6H8ClNO6S in total, from the OMol25 dataset.

The value obtained for the gap between HOMO and LUMO is 4.55 eV. The largest force on an atom is 0.86 eV Å⁻¹. Its highest occupied orbital energy is 0.08 eV. The LUMO energy is 0.170 hartree. As for the net charge: -2.

Positions of all 23 atoms, in Å:
O (2.65, 1.64, 1.64)
C (2.74, 0.85, 0.76)
Cl (3.45, -0.77, 1.11)
C (2.36, 1.04, -0.68)
C (0.85, 0.88, -0.99)
C (0.08, -0.27, -0.25)
C (-1.06, 0.47, 0.47)
C (-0.59, 1.88, 0.51)
O (-0.63, 2.70, 1.39)
N (0.11, 2.15, -0.76)
H (2.93, 0.35, -1.31)
H (2.63, 2.07, -0.92)
H (0.82, 0.67, -2.06)
H (-0.37, -0.92, -1.00)
H (0.68, -0.86, 0.43)
H (-1.96, 0.36, -0.14)
H (-1.26, 0.01, 1.44)
H (-0.65, 2.11, -1.44)
O (-2.26, -3.82, -0.75)
S (-2.56, -2.88, 0.37)
O (-1.31, -2.65, 1.17)
O (-3.63, -3.43, 1.23)
O (-2.99, -1.56, -0.20)